1.
A molecular structure, C4H9NO, computed with ωB97M-V with the def2-TZVPD basis set.

```
! RIJCOSX wB97M-V def2-TZVPD def2/J DEFGRID3
* xyz 0 1
C 1.10 -1.41 -0.11
C -0.16 -0.65 -0.42
O -1.32 -1.40 0.78
C -0.38 0.66 0.13
C 0.54 1.81 0.14
N -0.66 1.82 -0.72
H 0.98 -2.48 -0.24
H 1.88 -1.06 -0.80
H 1.43 -1.20 0.91
H -0.66 -0.90 -1.35
H -2.19 -1.52 0.35
H -1.23 -0.30 1.01
H 1.48 1.78 -0.41
H 0.56 2.46 1.02
H -1.38 2.39 -0.28
*
```

ΔE to the lowest compared entry with this formula, charge and spin   5.3218 eV
Orbital gap   8.774 eV
Calculated total energy   -287.63688 Ha


2.
A molecular structure, C22H30GaO2Si at a distorted geometry, computed with ωB97M-V with the def2-TZVPD basis set.

```
! RIJCOSX wB97M-V def2-TZVPD def2/J DEFGRID3
* xyz 1 1
C -1.19 0.58 -1.97
C -0.01 -0.15 -2.33
C -0.15 -1.49 -1.78
H 0.70 0.12 -3.11
C -1.40 -1.54 -1.09
C -2.02 -0.27 -1.20
H -3.01 -0.02 -0.84
H -1.45 1.57 -2.33
H 0.45 -2.35 -2.07
H -1.86 -2.43 -0.67
Ga 0.81 -0.02 -0.16
C 6.15 0.30 1.51
H 5.58 -0.56 1.88
H 6.75 -0.01 0.65
H 5.46 1.09 1.19
Si 3.19 0.61 0.10
C 3.15 2.40 -0.43
C 2.52 2.87 -1.60
H 1.91 2.20 -2.21
C 2.67 4.21 -1.99
H 2.21 4.57 -2.90
C 3.44 5.09 -1.21
H 3.59 6.11 -1.53
C 4.01 4.63 -0.02
H 4.59 5.31 0.60
C 3.85 3.30 0.39
H 4.27 2.95 1.33
C 3.78 -0.54 -1.24
C 4.57 -0.05 -2.30
H 4.86 1.00 -2.32
C 4.98 -0.91 -3.32
H 5.61 -0.54 -4.12
C 4.61 -2.26 -3.31
H 4.96 -2.94 -4.09
C 3.82 -2.75 -2.26
H 3.55 -3.80 -2.23
C 3.40 -1.90 -1.24
H 2.78 -2.28 -0.43
H 3.52 0.29 1.53
H 6.78 0.70 2.32
C -0.49 -2.21 1.97
O -0.12 -0.86 1.72
C -0.43 0.05 2.79
C 0.04 1.46 2.42
O -0.23 1.74 1.01
C -1.48 2.42 0.81
H 0.03 -2.84 1.23
H -1.57 -2.32 1.88
H -0.16 -2.51 2.98
H -1.53 0.04 2.95
H 0.08 -0.28 3.71
H 1.13 1.54 2.56
H -0.47 2.19 3.06
H -1.47 2.78 -0.23
H -2.32 1.74 1.01
H -1.54 3.30 1.48
*
```

ΔE to the lowest compared entry with this formula, charge and spin   0.0000 eV
Orbital gap   8.085 eV
Calculated total energy   -3220.77040 Ha


3.
A single C2H5NOS molecule at a distorted geometry, computed with ωB97M-V with the def2-TZVPD basis set.

```
! RIJCOSX wB97M-V def2-TZVPD def2/J DEFGRID3
* xyz 0 1
C -1.06 -0.76 0.04
N -0.15 0.32 0.04
S 0.20 0.95 1.59
C 0.90 0.39 -0.86
O 1.73 1.25 -0.79
H -0.89 -1.41 0.88
H -2.06 -0.26 0.17
H -1.03 -1.24 -0.95
H 1.55 1.10 1.48
H 0.80 -0.35 -1.60
*
```

ΔE to the lowest compared entry with this formula, charge and spin   1.4444 eV
Orbital gap   9.558 eV
Calculated total energy   -607.35374 Ha


4.
2 unconnected molecules or ions with the total composition C41H42N2O2P at a distorted geometry, computed with ωB97M-V with the def2-TZVPD basis set.

```
! RIJCOSX wB97M-V def2-TZVPD def2/J DEFGRID3
* xyz 1 1
C 4.76 -2.53 -0.13
C 3.66 -2.36 -1.15
O 2.47 -1.97 -0.41
C 1.44 -1.77 -1.27
C 0.14 -1.53 -0.66
P -1.12 -1.83 -1.82
C -1.08 -0.60 -3.14
C -1.05 -0.95 -4.50
C -1.06 0.03 -5.49
C -1.06 1.38 -5.14
C -1.02 1.74 -3.79
C -1.00 0.76 -2.79
C -1.25 -3.42 -2.69
C -2.42 -3.63 -3.44
C -2.59 -4.80 -4.18
C -1.59 -5.77 -4.18
C -0.43 -5.58 -3.42
C -0.25 -4.41 -2.67
C -2.73 -1.76 -0.99
C -3.67 -0.77 -1.30
C -4.92 -0.79 -0.68
C -5.24 -1.81 0.22
C -4.30 -2.80 0.53
C -3.05 -2.78 -0.08
O 1.63 -1.85 -2.49
H 5.63 -2.96 -0.62
H 5.05 -1.57 0.30
H 4.46 -3.22 0.68
H 3.92 -1.59 -1.88
H 3.45 -3.31 -1.65
H -0.03 -1.73 0.39
H -1.01 -2.00 -4.79
H -1.07 -0.27 -6.54
H -1.07 2.15 -5.91
H -0.99 2.80 -3.49
H -0.92 1.04 -1.74
H -3.20 -2.86 -3.46
H -3.51 -4.94 -4.75
H -1.71 -6.68 -4.77
H 0.36 -6.34 -3.41
H 0.66 -4.26 -2.09
H -3.44 -0.01 -2.04
H -5.64 0.00 -0.91
H -6.23 -1.83 0.68
H -4.55 -3.59 1.24
H -2.33 -3.57 0.13
C 5.90 2.27 5.29
N 5.42 1.37 4.27
C 6.33 0.38 3.72
C 5.49 -0.34 2.64
C 4.15 0.30 2.71
C 4.18 1.30 3.72
C 3.02 2.04 4.02
C 1.88 1.78 3.30
C 1.86 0.90 2.15
C 0.76 0.85 1.24
C -0.25 1.85 1.19
C -1.59 1.53 0.79
C -2.58 2.48 0.87
C -2.31 3.77 1.39
N -3.45 4.49 1.48
C -3.62 5.81 2.04
C -4.61 3.76 0.99
C -4.04 2.39 0.56
C -1.00 4.13 1.76
C 0.01 3.21 1.57
C 3.02 0.09 1.97
H 5.17 3.06 5.47
H 6.09 1.74 6.24
H 6.85 2.71 4.97
H 7.22 0.86 3.31
H 6.67 -0.32 4.50
H 5.96 -0.21 1.66
H 5.46 -1.42 2.83
H 3.05 2.79 4.81
H 0.96 2.29 3.58
H 0.74 0.05 0.50
H -1.82 0.51 0.46
H -2.76 6.07 2.66
H -3.75 6.57 1.26
H -4.52 5.82 2.67
H -5.36 3.66 1.79
H -5.09 4.29 0.16
H -4.22 2.22 -0.51
H -4.53 1.58 1.10
H -0.82 5.12 2.19
H 1.04 3.51 1.76
H 2.99 -0.70 1.21
*
```

ΔE to the lowest compared entry with this formula, charge and spin   0.0905 eV
Orbital gap   5.962 eV
Calculated total energy   -2188.66819 Ha